C19H36BNO17S4 | ωB97M-V/def2-TZVPD

CARTESIAN COORDINATES (ANGSTROEM)
N -0.641 4.746 -2.334
C -1.281 3.612 -2.534
O -1.913 2.261 -2.695
C -0.717 1.354 -2.712
C -0.029 1.215 -1.367
C 1.332 0.269 -1.317
O 2.089 0.298 -0.214
C 1.721 -0.701 -2.622
B 2.927 -1.838 -2.371
O 4.141 -1.943 -3.245
O 2.693 -2.763 -1.209
C 1.006 -0.584 -3.955
C -0.156 0.600 -4.069
O -0.595 0.953 -5.286
H -0.456 1.794 -0.415
H 3.941 -1.463 -4.103
H 1.688 -2.765 -1.046
H 1.277 -1.270 -4.867
C -1.518 -3.458 0.413
C -2.033 -4.770 -0.149
O -2.740 -4.572 -1.365
S -1.890 -4.283 -2.726
C -3.224 -4.501 -3.875
O -0.931 -5.350 -2.919
O -1.500 -2.888 -2.742
H -0.747 -3.028 -0.234
H -1.080 -3.606 1.405
H -2.326 -2.723 0.485
H -1.220 -5.490 -0.285
H -2.739 -5.210 0.564
H -3.556 -5.540 -3.841
H -2.852 -4.258 -4.873
H -4.036 -3.823 -3.607
C -1.514 0.446 6.108
C -0.447 1.208 5.344
O 0.331 0.339 4.533
S -0.314 -0.220 3.143
C 1.180 -0.881 2.452
O -0.743 0.903 2.337
O -1.198 -1.324 3.454
H -2.265 0.032 5.429
H -2.027 1.103 6.816
H -1.074 -0.394 6.655
H -0.886 2.011 4.743
H 0.237 1.676 6.059
H 1.873 -0.061 2.253
H 0.923 -1.391 1.520
H 1.612 -1.593 3.157
C 3.902 -5.347 1.177
C 4.454 -6.332 2.192
O 5.016 -5.663 3.313
S 4.011 -5.023 4.426
C 5.233 -4.699 5.672
O 3.120 -6.057 4.908
O 3.519 -3.753 3.932
H 3.040 -4.809 1.580
H 3.581 -5.866 0.270
H 4.656 -4.599 0.913
H 3.687 -7.045 2.511
H 5.259 -6.909 1.727
H 5.643 -5.648 6.022
H 4.743 -4.174 6.495
H 6.016 -4.070 5.244
C -1.511 7.618 -2.706
C -1.545 9.119 -2.921
O -2.779 9.534 -3.491
S -4.098 9.605 -2.535
C -5.141 10.499 -3.658
O -3.810 10.451 -1.396
O -4.633 8.268 -2.384
H -2.232 7.313 -1.942
H -0.518 7.296 -2.379
H -1.773 7.088 -3.627
H -1.348 9.659 -1.989
H -0.757 9.396 -3.628
H -4.724 11.495 -3.815
H -6.134 10.573 -3.209
H -5.201 9.949 -4.599

Values from the calculation:
E_HOMO, eV: -10.52
Gap between HOMO and LUMO, eV: 8.018
Total charge: 0
Structure (SMILES): N#COC1=CC(=O)C(B(O)O)=CC1=O.CCOS(C)(=O)=O.CCOS(C)(=O)=O.CCOS(C)(=O)=O.CCOS(C)(=O)=O



C36H46GeMgN8O7 | ωB97M-V/def2-TZVPD

CARTESIAN COORDINATES (ANGSTROEM)
Mg 1.219 1.255 1.121
C 0.860 -0.073 5.480
C 1.493 0.186 4.146
N 0.750 -0.193 2.942
O -0.598 0.205 3.252
C 2.682 0.774 4.034
C 3.512 1.312 5.152
N 3.103 1.026 2.686
O 2.735 2.186 2.190
H 0.029 -0.768 5.400
H 0.463 0.853 5.899
H 1.593 -0.473 6.182
H -1.073 0.265 2.384
H 3.847 0.509 5.814
H 2.949 2.028 5.752
H 4.389 1.817 4.753
C -0.687 -0.039 -6.500
O -0.190 0.468 -5.275
C 0.915 -0.143 -4.749
C 1.564 -1.229 -5.314
C 2.672 -1.777 -4.675
C 3.136 -1.235 -3.491
C 2.499 -0.134 -2.935
C 1.384 0.409 -3.551
N 0.709 1.521 -3.020
C 0.498 1.733 -1.678
N 0.428 3.031 -1.328
C -0.156 3.603 -0.152
C -0.085 2.988 1.098
C -0.689 3.713 2.136
C -1.304 4.945 1.957
C -1.337 5.526 0.694
C -0.759 4.848 -0.360
O -0.732 5.398 -1.635
C -1.984 5.319 -2.302
N 0.410 0.770 -0.799
C -0.014 -0.501 -1.227
C 0.660 -1.637 -0.810
C 0.246 -2.907 -1.202
C -0.843 -3.042 -2.044
C -1.549 -1.915 -2.460
C -1.164 -0.654 -2.031
O -1.841 0.487 -2.335
C -2.930 0.383 -3.232
H -1.544 0.578 -6.759
H -1.005 -1.079 -6.395
H 0.063 0.032 -7.291
H 1.210 -1.661 -6.238
H 3.168 -2.632 -5.114
H 3.996 -1.660 -2.991
H 2.851 0.291 -2.001
H 0.166 2.073 -3.665
H 0.656 3.697 -2.050
H -0.675 3.296 3.140
H -1.741 5.468 2.799
H -1.783 6.498 0.525
H -2.750 5.890 -1.773
H -2.313 4.277 -2.384
H -1.844 5.741 -3.296
H 1.550 -1.503 -0.206
H 0.800 -3.779 -0.880
H -1.149 -4.020 -2.396
H -2.410 -2.035 -3.102
H -3.359 1.380 -3.301
H -3.689 -0.309 -2.862
H -2.591 0.063 -4.222
C 3.587 -2.412 4.313
Ge 2.333 -2.840 2.879
C 1.467 -4.541 3.345
C 3.255 -3.133 1.184
C 0.718 -1.671 2.809
H 4.216 -3.286 4.491
H 3.060 -2.183 5.241
H 4.224 -1.571 4.046
H 2.192 -5.356 3.325
H 0.670 -4.782 2.640
H 1.033 -4.495 4.345
H 4.040 -3.873 1.352
H 3.701 -2.226 0.784
H 2.570 -3.549 0.444
H 0.087 -2.048 3.622
H 0.188 -1.899 1.881
N -3.863 -3.375 -0.571
C -4.704 -2.324 -0.389
O -5.907 -2.414 -0.548
C -4.075 -1.028 0.025
C -4.783 0.151 -0.179
C -4.217 1.347 0.219
C -2.977 1.326 0.844
N -2.307 0.197 1.074
C -2.846 -0.946 0.661
H -4.276 -4.249 -0.847
H -2.867 -3.257 -0.639
H -5.759 0.101 -0.645
H -4.723 2.291 0.068
H -2.501 2.240 1.177
H -2.265 -1.839 0.876
O 3.029 0.208 0.714
N 3.284 -0.009 1.951

Values from the calculation:
E_HOMO, eV: -7.74
Gap between HOMO and LUMO, eV: 8.073
Total charge: 0
Energy relative to the best compared isomer or geometry (same formula, charge and spin), kJ/mol: 73.94



C30H33BrN7O5Sn | ωB97M-V/def2-TZVPD

CARTESIAN COORDINATES (ANGSTROEM)
Sn 0.026 -0.052 0.031
O 1.514 -1.784 1.383
C 2.449 -2.368 0.475
C 3.213 -1.306 -0.288
C 4.531 -1.467 -0.687
C 5.153 -0.426 -1.359
C 4.455 0.750 -1.609
C 3.148 0.842 -1.172
N 2.560 -0.179 -0.538
H 1.958 -1.599 2.222
H 1.863 -2.963 -0.228
H 3.148 -3.023 0.994
H 5.054 -2.387 -0.466
H 6.183 -0.521 -1.676
H 4.913 1.583 -2.123
H 2.550 1.728 -1.331
O -1.769 6.685 -0.111
C -0.427 6.286 -0.201
C -0.322 4.825 0.119
C 0.915 4.203 0.282
C 0.957 2.853 0.549
N -0.151 2.110 0.641
C -1.351 2.703 0.523
C -1.474 4.054 0.252
C -2.543 1.827 0.621
C -3.739 2.235 1.197
C -4.833 1.377 1.129
C -6.173 1.785 1.690
O -7.144 1.611 0.682
C -4.689 0.164 0.451
C -3.453 -0.178 -0.054
N -2.405 0.643 0.060
H -1.838 7.640 -0.209
H 0.226 6.856 0.468
H -0.034 6.433 -1.217
H 1.835 4.767 0.194
H 1.901 2.345 0.699
H -2.443 4.511 0.117
H -3.806 3.189 1.702
H -6.126 2.803 2.077
H -6.394 1.118 2.532
H -7.756 2.352 0.649
H -5.540 -0.492 0.322
H -3.290 -1.102 -0.595
Br -1.788 1.596 -8.418
C -1.369 1.297 -6.662
C -0.172 1.846 -6.129
C 0.135 1.610 -4.818
C -0.717 0.806 -4.035
C -1.920 0.284 -4.561
C -2.252 0.520 -5.865
C -0.356 0.485 -2.606
O 0.295 1.318 -1.938
O -0.745 -0.607 -2.127
H 0.472 2.447 -6.756
H 1.037 2.026 -4.391
H -2.562 -0.307 -3.924
H -3.167 0.125 -6.286
C -5.191 -3.768 2.808
C -4.394 -4.774 1.978
C -4.592 -4.559 0.480
C -2.908 -4.778 2.375
N -2.158 -3.678 1.758
C -1.411 -3.690 0.646
N -0.958 -2.472 0.452
N -1.450 -1.731 1.466
N -2.168 -2.440 2.249
H -6.197 -3.655 2.405
H -4.705 -2.789 2.817
H -5.282 -4.101 3.843
H -4.754 -5.776 2.221
H -4.401 -3.517 0.200
H -5.620 -4.787 0.206
H -3.947 -5.213 -0.113
H -2.431 -5.703 2.058
H -2.817 -4.666 3.453
H -1.215 -4.553 0.032

Values from the calculation:
E_HOMO (spin up / spin down), eV: -15.46 / -14.93
Gap between HOMO and LUMO (spin up / spin down), eV: 3.617 / 2.577
Total charge: +3
Energy relative to the best compared isomer or geometry (same formula, charge and spin), kJ/mol: 384.03



C37H48ClN4O12PS | ωB97M-V/def2-TZVPD

CARTESIAN COORDINATES (ANGSTROEM)
C 2.237 1.333 3.631
C 2.054 -0.244 4.148
C 2.344 -1.338 2.917
C 1.180 -2.513 2.932
C 1.762 -4.044 2.938
C -0.010 -2.254 1.786
Cl -0.888 -0.694 2.405
C -1.160 -3.419 1.810
O -2.462 -2.758 1.623
C -3.228 -3.337 0.508
C -4.102 -2.069 -0.143
O -3.299 -0.812 0.016
C -3.914 0.278 -0.761
C -2.858 1.209 -1.603
O -2.561 2.517 -0.954
C -1.152 2.906 -1.172
C -0.269 2.332 0.126
O 0.510 -1.893 0.466
C 1.046 -3.020 -0.292
C 2.615 -2.784 -0.830
C 3.398 -4.121 -1.227
C 4.914 -4.024 -1.816
C 5.385 -2.466 -1.900
C 4.397 -1.312 -1.388
N 3.011 -1.351 -0.843
P 0.003 -3.197 -1.927
O -0.302 -4.892 -2.337
O -1.432 -2.208 -1.938
S 1.126 -2.519 -3.416
H 3.212 1.746 4.149
H 2.306 1.396 2.464
H 1.352 2.034 4.021
H 2.774 -0.417 5.075
H 0.962 -0.308 4.567
H 2.391 -0.725 1.921
H 3.370 -1.849 3.188
H 0.612 -2.375 3.973
H 2.549 -4.097 3.835
H 0.910 -4.820 3.230
H 2.354 -4.356 1.973
H -1.170 -3.850 2.924
H -0.963 -4.339 1.116
H -2.566 -3.885 -0.290
H -4.028 -4.142 0.872
H -4.160 -2.291 -1.294
H -5.148 -1.966 0.380
H -4.663 -0.185 -1.551
H -4.567 0.911 0.002
H -3.334 1.492 -2.660
H -1.827 0.708 -1.836
H -0.709 2.555 -2.201
H -0.993 4.088 -1.135
H -0.010 3.197 0.899
H 0.691 1.744 -0.198
H -0.992 1.571 0.672
H 1.050 -4.055 0.246
H 2.889 -5.174 -1.101
H 5.522 -4.972 -2.135
H 6.448 -2.197 -2.332
H 4.844 -0.204 -1.452
H 0.306 -5.117 -3.125
H -1.181 -1.347 -1.487
O 5.272 -3.589 -5.839
N 5.144 -3.860 -7.042
O 6.086 -4.085 -7.815
C 3.783 -3.912 -7.590
C 2.689 -3.628 -6.760
C 1.399 -3.656 -7.292
C 1.204 -3.969 -8.638
C 2.294 -4.263 -9.460
C 3.589 -4.235 -8.939
H 2.824 -3.382 -5.709
H 0.544 -3.430 -6.658
H 0.196 -3.984 -9.050
H 2.133 -4.509 -10.507
H 4.428 -4.463 -9.593
O -9.349 5.364 1.582
N -8.289 4.888 1.148
O -7.964 4.874 -0.048
C -7.359 4.295 2.116
C -7.703 4.256 3.475
C -6.825 3.669 4.388
C -5.614 3.132 3.948
C -5.269 3.182 2.596
C -6.140 3.764 1.673
H -8.643 4.670 3.833
H -7.086 3.628 5.443
H -4.935 2.671 4.663
H -4.322 2.765 2.262
H -5.859 3.792 0.623
O 0.819 3.866 2.678
N 0.724 5.095 2.811
O -0.319 5.741 2.636
C 1.931 5.836 3.196
C 3.142 5.150 3.367
C 4.291 5.864 3.710
C 4.230 7.247 3.885
C 3.021 7.926 3.724
C 1.865 7.224 3.378
H 3.206 4.073 3.235
H 5.237 5.342 3.839
H 5.131 7.800 4.147
H 2.981 9.004 3.865
H 0.931 7.768 3.253

Values from the calculation:
E_HOMO, eV: -8.42
Gap between HOMO and LUMO, eV: 7.650
Total charge: 0
Structure (SMILES): CCC[C@H](C)[C@](Cl)(COCCOCCOCC)O[C@H](c1ccccn1)P(O)(O)=S.O=[N+]([O-])c1ccccc1.O=[N+]([O-])c1ccccc1.O=[N+]([O-])c1ccccc1



C3H8N2O | ωB97M-V/def2-TZVPD

CARTESIAN COORDINATES (ANGSTROEM)
C 2.177 -0.550 0.087
N 0.852 -0.373 -0.149
C 0.175 0.731 -0.060
O 0.695 1.839 -0.077
C -1.325 0.615 0.081
N -2.026 -0.625 0.034
H 2.236 -1.006 1.036
H 2.594 -1.191 -0.843
H 2.665 0.417 0.251
H 0.193 -1.054 -0.085
H -1.502 1.341 -0.732
H -1.502 1.191 0.980
H -2.303 -0.874 -0.986
H -2.927 -0.460 0.464

Values from the calculation:
E_HOMO, eV: -9.38
Gap between HOMO and LUMO, eV: 10.158
Total charge: 0
Structure (SMILES): CNC(=O)CN
Energy relative to the best compared isomer or geometry (same formula, charge and spin), kJ/mol: 169.03



C4H8NO3S2 | ωB97M-V/def2-TZVPD

CARTESIAN COORDINATES (ANGSTROEM)
C -0.923 1.316 -0.262
C 2.174 0.226 -0.671
C 0.069 0.792 0.398
C -3.135 -1.489 -0.283
N 0.828 -0.184 -0.215
O -1.266 0.993 -1.498
O -1.544 2.368 0.374
O -2.133 -1.371 -0.976
S -4.166 -0.265 0.061
S 0.756 -1.798 0.454
H 2.626 -0.610 -1.153
H 1.926 1.117 -1.156
H 2.809 0.300 0.272
H 0.197 0.808 1.464
H -3.551 -2.558 0.030
H -1.668 0.045 -1.518
H -2.487 2.301 0.161
H -0.347 -2.134 -0.039

Values from the calculation:
E_HOMO, eV: -4.23
Gap between HOMO and LUMO, eV: 7.464
Total charge: -1
Energy relative to the best compared isomer or geometry (same formula, charge and spin), kJ/mol: 125.72



C19H15Cl2N3OS | ωB97M-V/def2-TZVPD

CARTESIAN COORDINATES (ANGSTROEM)
C -3.287 1.638 1.013
C -2.197 2.121 0.059
C -2.390 3.338 -0.643
C -1.366 3.949 -1.371
C -0.149 3.331 -1.462
C 0.097 2.108 -0.805
C -0.942 1.479 -0.034
C -0.672 0.144 0.698
C -0.854 -1.040 -0.253
C 0.495 -1.617 -0.374
C 0.861 -2.670 -1.343
C -0.104 -3.219 -2.199
C 0.206 -4.086 -3.255
C 1.556 -4.391 -3.489
Cl 1.977 -5.422 -4.836
C 2.505 -3.984 -2.565
Cl 4.168 -4.575 -2.654
C 2.180 -3.115 -1.495
N 1.373 -1.067 0.417
N 0.735 -0.081 1.103
C 1.301 0.450 2.240
N 0.541 1.043 3.142
C 1.300 1.566 4.167
O 0.631 2.230 5.126
C 2.626 1.370 4.156
S 3.002 0.483 2.684
H -4.186 2.182 0.856
H -3.515 0.598 0.816
H -2.989 1.784 2.064
H -3.359 3.870 -0.614
H -1.450 4.936 -1.759
H 0.717 3.755 -1.941
H 1.063 1.625 -0.927
H -1.301 -0.011 1.555
H -1.565 -1.769 0.151
H -1.203 -0.744 -1.227
H -1.149 -2.934 -2.088
H -0.544 -4.527 -3.899
H 2.891 -2.817 -0.755
H -0.316 2.295 4.826
H 3.314 1.773 4.914

Values from the calculation:
E_HOMO, eV: -7.67
Gap between HOMO and LUMO, eV: 7.561
Total charge: 0
Structure (SMILES): Cc1ccccc1[C@H]1CC(c2ccc(Cl)c(Cl)c2)=NN1c1nc(O)cs1
Energy relative to the best compared isomer or geometry (same formula, charge and spin), kJ/mol: 1.68



C7H11NO3 | ωB97M-V/def2-TZVPD

CARTESIAN COORDINATES (ANGSTROEM)
C 0.621 0.560 -1.753
C 0.693 0.350 -0.238
C 1.927 -0.500 0.044
C 1.276 -1.881 0.124
C -0.066 -1.679 0.769
N -0.471 -0.375 0.256
C -1.576 0.220 0.788
O -2.270 -0.195 1.649
O -1.785 1.466 0.143
C -2.561 2.543 0.522
O -2.964 2.722 1.608
H 1.528 1.164 -2.008
H -0.313 0.996 -2.222
H 0.814 -0.372 -2.221
H 0.678 1.278 0.250
H 2.356 -0.287 1.065
H 2.629 -0.284 -0.868
H 1.145 -2.199 -0.867
H 1.747 -2.691 0.747
H -0.928 -2.414 0.723
H 0.101 -1.581 1.837
H -2.582 3.161 -0.348

Values from the calculation:
E_HOMO, eV: -9.45
Gap between HOMO and LUMO, eV: 10.228
Total charge: 0
Structure (SMILES): C[C@@H]1CCCN1C(=O)OC=O
Energy relative to the best compared isomer or geometry (same formula, charge and spin), kJ/mol: 100.77



C5H14NO | ωB97M-V/def2-TZVPD

CARTESIAN COORDINATES (ANGSTROEM)
C 0.734 1.913 -1.382
C 0.693 0.864 -0.270
N -0.686 0.264 -0.060
C -0.608 -1.134 -0.608
C 0.788 -1.595 -0.270
C 1.634 -0.328 -0.500
H 0.122 2.767 -1.115
H 0.395 1.483 -2.320
H 1.766 2.249 -1.435
H 0.929 1.396 0.657
H -1.419 0.734 -0.583
H -0.895 0.225 0.943
H -1.463 -1.732 -0.303
H -0.696 -1.078 -1.697
H 0.914 -1.992 0.737
H 1.106 -2.396 -0.940
H 2.093 -0.235 -1.480
H 2.446 -0.281 0.198
H -1.819 0.675 2.963
H -2.328 -0.786 3.048
O -1.898 -0.155 2.465

Values from the calculation:
E_HOMO, eV: -15.87
Gap between HOMO and LUMO, eV: 12.920
Total charge: +1
Energy relative to the best compared isomer or geometry (same formula, charge and spin), kJ/mol: 11.13



The records above yield total energy values of -100592.1643; -126289.9965; -128160.8312; -102302.7310; -8267.5742; -33580.5178; -62343.7488; -15069.5984; -8943.8926 eV, respectively.